Entry A
{"formula": "C3H6N2O3", "method": "ωB97M-V with the def2-TZVPD basis set", "species": ["N", "N", "C", "C", "C", "O", "O", "O", "H", "H", "H", "H", "H", "H"], "coordinates": [[2.074, -0.316, -0.309], [-0.048, -0.430, -0.379], [0.847, 0.545, -0.181], [-1.400, -0.413, -0.064], [-2.112, 0.667, 0.266], [3.049, -0.047, 0.675], [-1.901, -1.672, -0.245], [0.841, 1.650, 0.307], [2.913, 0.891, 0.909], [-2.859, -1.645, -0.144], [2.515, -0.236, -1.225], [0.892, -1.219, -0.389], [-3.187, 0.615, 0.348], [-1.624, 1.611, 0.431]], "homo_lumo_gap_ha": 0.3430, "spin_multiplicity": 1, "mol_weight_g_mol": 118.09, "e_lumo_ev": 0.68, "homo_ev": -8.657, "smiles": "C=C(O)NC(=O)NO"}

=====

Entry B
{"formula": "C3H6N2O3", "method": "ωB97M-V with the def2-TZVPD basis set", "species": ["O", "C", "N", "C", "O", "O", "C", "N", "H", "H", "H", "H", "H", "H"], "coordinates": [[0.803, -0.303, 1.547], [0.096, -0.330, 0.560], [0.710, 0.040, -0.649], [2.042, 0.491, -0.839], [2.720, 0.991, 0.178], [2.586, 0.466, -1.911], [-1.321, -0.821, 0.530], [-2.181, 0.245, 0.111], [0.273, -0.111, -1.607], [2.195, 0.846, 1.041], [-1.598, -1.396, 1.424], [-1.559, -1.569, -0.332], [-2.640, 0.876, 0.768], [-2.126, 0.577, -0.820]], "homo_lumo_gap_ha": 0.3708, "spin_multiplicity": 1, "mol_weight_g_mol": 118.09, "e_lumo_ev": 0.36, "homo_ev": -9.728, "smiles": "NCC(=O)NC(=O)O"}

=====

entry B is the most stable structure; the next one sits 3.616 eV above it.

=====

Entry A
{"formula": "C3H3O2P", "method": "ωB97M-V with the def2-TZVPD basis set", "species": ["C", "C", "C", "O", "O", "P", "H", "H", "H"], "coordinates": [[1.773, 0.785, 0.356], [2.511, -0.152, 0.561], [-0.935, -0.972, 0.270], [0.217, 2.357, -1.652], [-0.880, 0.144, -0.521], [0.351, 1.608, -0.408], [0.009, -1.518, 0.277], [-1.733, -1.439, -0.302], [-1.314, -0.813, 1.419]], "homo_lumo_gap_ha": [0.2464, 0.2463], "spin_multiplicity": 1, "mol_weight_g_mol": 102.03, "e_lumo_ev": [-3.77, -3.77], "homo_ev": [-10.476, -10.474]}

=====

Entry B
{"formula": "C3H3O2P", "method": "ωB97M-V with the def2-TZVPD basis set", "species": ["C", "C", "C", "O", "O", "P", "H", "H", "H"], "coordinates": [[-0.533, -1.900, -0.802], [0.259, -2.807, -0.855], [0.934, 1.169, 0.116], [-2.520, -0.642, 0.851], [-0.372, 0.765, 0.648], [-1.426, -0.381, -0.047], [1.681, 1.084, 1.006], [0.635, 2.174, -0.262], [1.342, 0.538, -0.655]], "homo_lumo_gap_ha": [0.2402, 0.2407], "spin_multiplicity": 1, "mol_weight_g_mol": 102.03, "e_lumo_ev": [-3.46, -3.46], "homo_ev": [-9.996, -10.004]}

=====

entry B is the most stable structure; the next one sits 0.608 eV above it.

=====

Entry A
{"formula": "H4O2", "method": "ωB97M-V with the def2-TZVPD basis set", "species": ["O", "H", "H", "O", "H", "H"], "coordinates": [[1.074, -0.856, 0.026], [0.405, -0.174, 0.087], [0.881, -1.447, 0.754], [-0.546, 0.554, -0.143], [-0.903, 0.604, -1.030], [-0.910, 1.318, 0.305]], "homo_lumo_gap_ha": 0.3807, "spin_multiplicity": 1, "mol_weight_g_mol": 36.03, "e_lumo_ev": 0.44, "homo_ev": -9.914}

=====

Entry B
{"formula": "H4O2", "method": "ωB97M-V with the def2-TZVPD basis set", "species": ["H", "H", "H", "H", "O", "O"], "coordinates": [[-0.731, 0.015, -0.239], [-2.197, -0.656, -0.179], [1.903, -0.411, 0.554], [1.377, 0.919, 0.068], [-1.673, 0.144, -0.026], [1.321, -0.010, -0.178]], "homo_lumo_gap_ha": 0.4294, "spin_multiplicity": 1, "mol_weight_g_mol": 36.03, "e_lumo_ev": 0.70, "homo_ev": -10.979, "smiles": "O.O"}

=====

Entry C
{"formula": "H4O2", "method": "ωB97M-V with the def2-TZVPD basis set", "species": ["O", "H", "H", "O", "H", "H"], "coordinates": [[-0.575, -1.041, 0.551], [0.156, -1.601, 0.288], [-0.241, -0.149, 0.453], [-0.103, 0.853, -0.225], [0.655, 1.368, 0.048], [0.107, 0.570, -1.115]], "homo_lumo_gap_ha": 0.3827, "spin_multiplicity": 1, "mol_weight_g_mol": 36.03, "e_lumo_ev": 0.45, "homo_ev": -9.960}

=====

entry B is the most stable structure; the next one sits 1.033 eV above it.

=====

Entry A
{"formula": "H4O2", "method": "ωB97M-V with the def2-TZVPD basis set", "species": ["H", "H", "H", "H", "O", "O"], "coordinates": [[-0.682, -0.116, 1.527], [-0.056, 1.310, 1.289], [0.110, -0.027, -1.250], [0.892, -1.319, -1.096], [-0.876, 0.814, 1.303], [0.613, -0.661, -1.773]], "homo_lumo_gap_ha": 0.4446, "spin_multiplicity": 1, "mol_weight_g_mol": 36.03, "e_lumo_ev": 0.51, "homo_ev": -11.584, "smiles": "O.O"}

=====

Entry B
{"formula": "H4O2", "method": "ωB97M-V with the def2-TZVPD basis set", "species": ["O", "H", "H", "O", "H", "H"], "coordinates": [[0.995, -1.103, -1.034], [0.994, -0.555, -0.250], [0.322, -0.718, -1.596], [-0.460, 0.729, 0.731], [-1.046, 1.485, 0.726], [-0.804, 0.163, 1.423]], "homo_lumo_gap_ha": 0.4268, "spin_multiplicity": 1, "mol_weight_g_mol": 36.03, "e_lumo_ev": 0.63, "homo_ev": -10.982, "smiles": "O.O"}

=====

entry B is the most stable structure; the next one sits 0.113 eV above it.